2 unconnected molecules or ions with the total composition C9H14O at a distorted geometry. Source: the Open Molecules 2025 dataset; level of theory: ωB97M-V/def2-TZVPD.

Last column: Löwdin charge in e.
Atoms and positions in Å:
C: -1.512 -0.252 0.708  -0.0922
C: -0.936 0.814 -0.056  -0.3206
C: -0.656 2.079 0.580  -0.0078
C: -0.203 3.108 -0.254  -0.0131
C: -0.046 2.951 -1.650  -0.3286
O: 0.529 4.022 -2.241  0.0434
C: -0.078 1.668 -2.230  -0.0263
C: -0.542 0.683 -1.398  -0.0680
H: -0.829 -1.088 0.915  0.0343
H: -2.284 -0.681 -0.002  0.0999
H: -1.993 -0.058 1.818  0.1445
H: -1.052 2.226 1.567  0.0987
H: 0.166 4.031 0.066  0.0932
H: 1.100 3.553 -2.868  0.1056
H: 0.424 1.589 -3.138  0.0944
H: -0.489 -0.370 -1.865  0.1405
C: 1.281 -3.302 0.582  -0.1878
C: 0.783 -2.789 1.933  -0.2057
H: 2.141 -4.033 0.608  0.0725
H: 0.455 -3.631 -0.149  0.0812
H: 1.633 -2.348 0.061  0.0673
H: -0.315 -2.779 2.078  0.0636
H: 1.186 -1.879 2.288  0.0441
H: 1.236 -3.514 2.646  0.0670

## Properties
- frontier orbital gap (hartree) = 0.3310
- HOMO (eV) = -8.204
- total charge = 0
- energy (eV) = -11605.5647
- structure (SMILES) = Cc1ccc(O)cc1.CC
- ΔE to the lowest compared entry with this formula, charge and spin (eV) = 2.072